{
  "formula": "C3H8NO",
  "method": "ωB97M-V/def2-TZVPD",
  "e_above_lowest_kcal_mol": 216.0,
  "lumo_ev": [-5.70, -5.69],
  "charge": 1,
  "multiplicity": 1,
  "homo_lumo_gap_ha": [0.313, 0.313],
  "homo_energy_ha": [-0.5220, -0.5222],
  "elements": ["H", "H", "C", "N", "H", "C", "H", "H", "H", "H", "O", "C", "H"],
  "positions_angstrom": [[-0.34348, 0.51889, 2.36582], [-0.38754, 2.99451, -0.46257], [-0.16048, 2.21126, -1.17098], [-0.85308, 0.89700, -0.98474], [-0.71795, -2.81447, 0.39800], [0.27469, -2.35371, 0.34518], [0.78566, -2.34017, 1.26551], [0.34848, 0.17025, 2.84512], [-0.54929, 2.61078, -2.20719], [0.87415, 2.16175, -1.25698], [-0.27737, -0.04885, -0.54136], [0.11412, -1.12343, -0.22701], [0.89209, -2.88381, -0.36879]],
  "atomic_forces_ev_per_a": [[2.8, -1.4, 2.0], [-0.5, -0.3, 0.6], [-2.0, 0.4, -2.5], [-3.1, 5.0, -2.2], [0.0, -0.1, 0.2], [0.3, -2.3, -0.4], [0.4, 0.1, 1.5], [-2.8, 1.4, -2.0], [0.6, -1.0, 2.0], [2.0, -0.6, -0.1], [4.1, -6.3, 3.3], [-1.8, 6.0, -2.5], [0.1, -0.8, 0.0]],
  "nbo_charge": [-0.025, 0.248, -0.485, -0.054, 0.331, -0.768, 0.308, 0.026, 0.258, 0.220, -0.024, 0.667, 0.298]
}